(1)
The molecule C19H19N3O3. Source: the Open Molecules 2025 dataset; level of theory: wB97M-V/def2-TZVPD.

Geometry (Å):
C -2.669 -1.646 -0.988
C -3.964 -1.388 -0.659
N -4.971 -1.841 -1.294
O -6.208 -1.525 -0.696
C -5.923 -0.827 0.171
C -4.639 -0.624 0.449
C -3.875 0.170 1.514
H -4.484 0.812 1.929
O -3.158 1.362 0.566
C -1.736 1.232 0.389
C -1.383 2.384 -0.549
C -0.096 2.343 -1.006
C 0.962 1.242 -0.386
C 0.513 0.608 0.719
C -0.858 0.426 0.887
H -1.217 -0.310 1.888
H 1.218 -0.323 1.212
C 2.331 1.464 -0.608
O 2.808 1.881 -1.894
N 3.233 1.369 0.427
H 2.894 1.097 1.147
C 4.572 1.377 0.232
C 5.196 -0.021 0.178
N 5.968 -0.390 1.284
C 6.482 -1.509 0.952
C 6.213 -2.660 0.298
C 5.265 -2.552 -0.724
C 4.818 -0.909 -0.852
H 4.024 -0.811 -1.495
H 4.985 -3.157 -1.365
H 6.535 -3.570 0.368
H 7.130 -1.895 1.891
H 5.241 1.918 0.850
H 4.829 1.582 -0.940
H 0.320 2.867 -1.658
H -2.009 3.027 -1.004
H -3.071 -0.329 1.743
C -7.049 -0.029 1.385
H -6.931 1.072 1.211
H -7.179 -0.340 2.219
H -7.916 -0.340 0.794
H -2.394 -0.660 -1.203
H -2.230 -2.050 -0.200
H -2.768 -2.533 -1.835

The calculation puts the HOMO energy at -8.853 eV. The lowest unoccupied orbital energy is -0.0052 hartree. The calculation puts the energy above the lowest of the compared OMol25 structures with the same formula, charge and spin at 20.268 eV. As for the gap between HOMO and LUMO: 8.7 eV.

Löwdin atomic charge list, values in e, 5 entries:
1. C 0.00
2. C -0.34
3. N 0.15
4. O 0.14
5. C -0.34

(2)
A 5-piece molecular cluster, C52H62IN3O14S overall. Source: the Open Molecules 2025 dataset; level of theory: wB97M-V/def2-TZVPD.

Geometry (Å):
C -0.122 6.322 -5.931
C -0.696 6.978 -4.567
O 0.092 6.632 -3.398
C -0.378 7.551 -2.359
C 0.023 7.062 -0.871
O 0.484 5.692 -0.834
C 0.000 5.024 0.377
C 1.145 3.931 0.736
O 0.956 2.849 -0.206
C 2.224 2.140 -0.443
C 2.045 0.778 -1.257
N 3.312 -0.072 -1.168
C 4.403 0.618 -0.912
C 4.997 0.496 0.599
C 5.274 1.517 -1.904
C 1.858 0.965 -2.852
I 0.531 2.551 -3.510
C 1.471 -0.366 -3.662
C 2.700 -0.723 -4.678
C 2.693 0.429 -5.826
N 3.574 1.410 -5.871
S 0.973 -1.832 -2.663
O -0.443 -2.286 -2.947
O 1.863 -2.985 -3.118
O 1.327 -1.579 -1.063
C 0.928 -0.231 -0.591
C 1.245 -0.313 1.008
C 0.211 0.459 1.940
C 1.021 0.856 3.303
C -0.046 1.458 4.349
N -0.943 2.501 3.765
C -0.578 0.153 -0.921
C -1.683 -0.890 -0.404
C -3.177 -0.450 -0.589
C -4.390 -1.281 -0.121
C -4.129 -2.658 0.578
C -5.412 -3.465 1.078
C -2.655 -3.097 0.759
C -1.424 -2.242 0.282
H -0.185 5.181 -5.880
H -0.805 6.682 -6.771
H 0.947 6.690 -6.129
H -1.791 6.661 -4.362
H -0.707 8.122 -4.705
H 0.039 8.608 -2.523
H -1.535 7.544 -2.388
H -0.893 7.251 -0.210
H 0.901 7.710 -0.488
H -0.213 5.742 1.239
H -0.968 4.484 0.060
H 0.843 3.517 1.775
H 2.194 4.380 0.716
H 2.640 1.997 0.628
H 2.880 2.912 -1.006
H 4.608 -0.483 1.075
H 4.680 1.383 1.248
H 6.154 0.491 0.602
H 6.076 2.077 -1.291
H 5.853 0.914 -2.691
H 4.613 2.312 -2.390
H 2.906 1.262 -3.240
H 0.588 -0.104 -4.361
H 3.709 -0.649 -4.131
H 2.545 -1.705 -5.232
H 1.889 0.438 -6.642
H 4.252 1.290 -5.084
H 2.340 -0.026 1.238
H 1.186 -1.430 1.308
H -0.207 1.436 1.540
H -0.618 -0.262 2.303
H 1.809 1.643 2.987
H 1.537 -0.070 3.766
H 0.491 1.960 5.242
H -0.676 0.575 4.744
H -1.675 2.020 3.218
H -1.446 3.033 4.493
H -0.888 1.166 -0.458
H -0.797 0.282 -2.048
H -3.409 0.573 -1.068
H -5.435 -0.842 -0.280
H -6.162 -2.671 1.458
H -5.893 -4.137 0.293
H -5.083 -4.044 2.022
H -2.496 -4.098 1.307
H -0.366 -2.604 0.473
C -1.514 -1.297 -9.912
C -1.273 -0.403 -8.953
C -0.470 -0.753 -7.763
O -0.252 0.063 -6.884
C 0.057 -2.132 -7.677
C -0.183 -3.026 -8.636
C -0.986 -2.676 -9.827
O -1.204 -3.491 -10.704
H -2.100 -1.059 -10.791
H -1.652 0.611 -9.000
H 0.644 -2.370 -6.798
H 0.196 -4.040 -8.589
C 8.713 6.672 -0.139
C 7.808 5.777 0.260
C 7.798 4.402 -0.283
O 6.971 3.585 0.080
C 8.829 4.058 -1.285
C 9.734 4.952 -1.685
C 9.744 6.327 -1.141
O 10.570 7.143 -1.503
H 8.734 7.683 0.248
H 7.047 6.012 0.993
H 8.807 3.046 -1.672
H 10.495 4.717 -2.418
C -5.677 -5.559 6.937
C -5.694 -5.994 5.677
C -6.373 -5.229 4.610
O -6.391 -5.626 3.459
C -7.030 -3.961 4.993
C -7.013 -3.525 6.253
C -6.334 -4.291 7.320
O -6.317 -3.893 8.470
H -5.186 -6.107 7.729
H -5.217 -6.920 5.379
H -7.522 -3.413 4.199
H -7.490 -2.600 6.551
C -3.984 -9.153 9.643
C -4.290 -9.864 10.729
C -5.578 -10.581 10.838
O -5.859 -11.228 11.828
C -6.512 -10.481 9.696
C -6.206 -9.770 8.610
C -4.918 -9.053 8.502
O -4.637 -8.405 7.510
H -3.045 -8.621 9.546
H -3.616 -9.948 11.573
H -7.451 -11.012 9.792
H -6.879 -9.685 7.766

The calculation puts the HOMO energy at -7.967 eV. The lowest unoccupied orbital energy is -0.0709 hartree. As for the gap between HOMO and LUMO: 6.0 eV.

Löwdin atomic charge list, values in e, 5 entries:
1. C -0.08
2. C -0.28
3. O -0.20
4. C -0.18
5. C -0.18

(3)
A 2-piece molecular cluster, C2H6N2O2S overall. Source: the Open Molecules 2025 dataset; level of theory: wB97M-V/def2-TZVPD.

Geometry (Å):
C -0.301 -0.886 1.260
C -0.570 -1.225 -0.247
N 1.088 0.844 -1.789
N -0.992 -0.238 -1.125
O 2.274 2.897 -0.848
O 0.339 1.997 0.436
S 1.192 1.966 -0.753
H -0.160 -1.617 1.951
H 0.738 -0.539 1.309
H -1.073 -0.164 1.640
H 0.190 -1.864 -0.694
H -1.410 -1.937 -0.310
H -1.315 0.766 -0.830

The calculation puts the HOMO energy (alpha / beta) at -10.369 / -9.879 eV. The lowest unoccupied orbital energy (alpha / beta) is -0.0335 / -0.0905 hartree. The calculation puts the energy above the lowest of the compared OMol25 structures with the same formula, charge and spin at 6.722 eV. As for the gap between HOMO and LUMO (alpha / beta): 9.5 / 7.4 eV.

Löwdin atomic charge list, values in e, 5 entries:
1. C -0.08
2. C -0.38
3. N -0.13
4. N 0.08
5. O -0.29

(4)
The molecule C4H8O2. Source: the Open Molecules 2025 dataset; level of theory: wB97M-V/def2-TZVPD.

Geometry (Å):
C -0.952 -0.852 -1.321
C -1.150 -0.292 0.065
O -0.357 -0.859 1.103
C -0.173 0.524 0.797
C 1.199 0.886 0.285
O 2.184 0.573 1.247
H 0.087 -1.150 -1.480
H -1.235 -0.123 -2.088
H -1.577 -1.741 -1.451
H -2.195 -0.147 0.349
H -0.551 1.186 1.580
H 1.256 1.967 0.121
H 1.404 0.389 -0.674
H 2.059 -0.361 1.465

The calculation puts the HOMO energy at -10.236 eV. The lowest unoccupied orbital energy is 0.0388 hartree. The calculation puts the energy above the lowest of the compared OMol25 structures with the same formula, charge and spin at 1.944 eV. As for the gap between HOMO and LUMO: 11.3 eV.

Löwdin atomic charge list, values in e, 5 entries:
1. C -0.04
2. C -0.30
3. O -0.02
4. C -0.24
5. C -0.22